one.
The following is a quantum chemistry calculation of the ion C5H11OS with charge +1, from the OMol25 dataset.

Output
Molecular weight = 119.209 g/mol
Orbital gap = 8.712 eV
LUMO energy = -4.9 eV
Total charge = +1

Structure (XYZ):
```
18
C5H11OS ωB97M-V/def2-TZVPD
C -1.34425 0.79720 -0.35724
C -0.03236 1.41702 -0.15128
C -1.54563 -0.51248 0.16136
C 1.10674 0.66430 -1.02261
C 1.75815 -1.32445 0.94322
O -2.69178 -1.09475 -0.13432
S 0.88664 -1.08813 -0.67710
H -2.24638 1.33521 0.07102
H -1.63247 0.99629 -1.43693
H 0.08891 2.51124 -0.38680
H 0.45929 1.25774 0.79299
H -1.07386 -0.80769 1.10332
H -2.92917 -1.94522 0.28305
H 1.01755 0.61155 -2.11353
H 2.19038 0.95979 -0.72789
H 2.39188 -0.40620 0.90003
H 2.36611 -2.16657 0.86994
H 1.23026 -1.20487 1.88277
```

two.
The following is a quantum chemistry calculation of a cluster of 2 separate species, C5H11OS in total, from the OMol25 dataset.

Output
Molecular weight = 119.209 g/mol
Orbital gap (spin up / spin down) = 9.011 / 9.752 eV
LUMO energy (spin up / spin down) = -5.9 / -4.7 eV
Total charge = +1

Structure (XYZ):
```
18
C5H11OS ωB97M-V/def2-TZVPD
C 0.40395 1.08679 -1.35338
C 0.17711 0.41736 -0.24404
C 0.99548 2.52336 -1.38933
C -2.00966 -1.00657 1.04111
C 0.43740 -2.54652 0.10694
O -1.41751 -1.33324 -1.43789
S -0.70310 -1.17301 -0.20560
H 0.10258 0.79014 -2.38703
H 0.76128 1.21885 1.81579
H 0.62476 3.13423 -0.60500
H 0.69199 2.96618 -2.35571
H 2.08729 2.57820 -1.40235
H -1.73000 -1.39114 1.99767
H -2.81995 -1.55976 0.64396
H -2.53459 0.01180 1.21772
H 1.09084 -2.23872 0.96774
H 1.22974 -2.65441 -0.69879
H 0.03459 -3.50913 0.47782
```

Relative stability in kJ/mol, measured from the most stable structure: one 0.0; two 541.2

one.
The following is a quantum chemistry calculation of a cluster of 2 separate species, C3H8NS in total, from the OMol25 dataset.

Output
Molecular weight = 90.171 g/mol
Orbital gap = 6.967 eV
LUMO energy = 4.2 eV
Total charge = -1

Structure (XYZ):
```
13
C3H8NS ωB97M-V/def2-TZVPD
C -1.93938 0.23981 -1.58468
C -0.94443 0.57961 -0.72896
N 0.22027 1.26583 -1.08206
C 1.39167 1.00273 -0.22615
H -1.82287 0.41308 -2.65928
H -2.83024 -0.28695 -1.27434
H -0.90527 0.14515 0.32256
H 0.49080 1.32636 -2.06654
H 2.29549 1.66044 -0.31280
H 1.06807 1.00686 0.82862
H 1.75470 -0.09085 -0.28229
S 0.44552 -1.35677 1.60432
H 0.23187 -2.25951 2.58801
```

two.
The following is a quantum chemistry calculation of a cluster of 2 separate species, C3H8NS in total, from the OMol25 dataset.

Output
Molecular weight = 90.171 g/mol
Orbital gap = 7.068 eV
LUMO energy = 4.1 eV
Total charge = -1

Structure (XYZ):
```
13
C3H8NS ωB97M-V/def2-TZVPD
S -0.91147 1.49514 2.33814
H -2.07525 1.98444 2.78945
C -0.92699 -0.06119 -2.06488
C 0.02593 -0.50485 -1.22032
N 0.02184 -0.52395 0.14164
C 1.28782 -0.46702 0.84872
H -1.83155 0.47865 -1.83293
H -0.66029 -0.17018 -3.11153
H 0.93767 -0.89540 -1.66843
H -0.69746 0.04425 0.63923
H 1.08740 -0.60718 1.90943
H 1.94284 -1.26803 0.48990
H 1.79950 0.49532 0.74158
```

three.
The following is a quantum chemistry calculation of the ion C3H8NS with charge -1, from the OMol25 dataset.

Output
Molecular weight = 90.171 g/mol
Orbital gap = 6.317 eV
LUMO energy = 4.1 eV
Total charge = -1

Structure (XYZ):
```
13
C3H8NS ωB97M-V/def2-TZVPD
C -0.25157 0.54800 0.39270
C 0.99838 1.44723 0.22642
S 1.39234 1.87212 -1.50119
C -0.17594 -0.71057 -0.44175
N -1.22149 -1.68396 -0.01385
H -1.14677 1.06915 0.04991
H -0.34254 0.25442 1.44486
H 1.83658 0.97270 0.74521
H 0.74896 2.34979 0.77212
H 0.79700 -1.19855 -0.36446
H -0.32299 -0.45860 -1.48606
H -1.32950 -2.40498 -0.70920
H -0.98246 -2.05677 0.88529
```

four.
The following is a quantum chemistry calculation of a cluster of 2 separate species, C3H8NS in total, from the OMol25 dataset.

Output
Molecular weight = 90.171 g/mol
Orbital gap = 6.201 eV
LUMO energy = 4.0 eV
Total charge = -1

Structure (XYZ):
```
13
C3H8NS ωB97M-V/def2-TZVPD
C -2.58657 -0.73090 1.14028
S -2.08209 -0.27646 -0.55112
H -2.78804 -1.80747 1.19037
H -3.52702 -0.24690 1.42502
H -1.86028 -0.50223 1.92534
C 1.15947 0.22723 0.24359
C 2.27647 0.80087 -1.68623
N 2.29779 0.87635 -0.43135
H 0.21468 0.77394 0.20003
H 0.93027 -0.69855 -0.28555
H 1.39201 0.02053 1.29071
H 3.09123 1.27772 -2.22850
H 1.48210 0.28588 -2.23260
```

Relative stability in kJ/mol, measured from the most stable structure: one 80.4; two 22.1; three 0.0; four 99.7

one.
The following is a quantum chemistry calculation of the molecule C5H6IO2P, from the OMol25 dataset.

Output
Molecular weight = 255.979 g/mol
Orbital gap = 7.528 eV
LUMO energy = -1.1 eV
Total charge = 0

Structure (XYZ):
```
15
C5H6IO2P ωB97M-V/def2-TZVPD
C -1.07669 0.30611 -0.10380
C 0.00256 -0.06977 -0.95509
C -2.30144 0.66046 -0.44883
C 1.22269 -0.16250 -0.19041
C 0.58736 -0.26766 1.30239
O -0.65819 0.34070 1.21742
O 1.31010 0.55110 2.24175
P -0.19283 -0.23240 -2.62112
I 2.24050 -2.00163 -0.52150
H -3.04650 0.93687 0.34824
H -2.46212 0.74152 -1.44878
H 2.11739 0.53180 -0.34992
H 0.58552 -1.30782 1.63511
H 0.68119 0.74256 2.93358
H 0.99048 -0.76933 -3.03905
```

two.
The following is a quantum chemistry calculation of the molecule C5H6IO2P, from the OMol25 dataset.

Output
Molecular weight = 255.979 g/mol
Orbital gap = 5.982 eV
LUMO energy = -1.4 eV
Total charge = 0

Structure (XYZ):
```
15
C5H6IO2P ωB97M-V/def2-TZVPD
C 0.43331 -0.63642 -0.00728
C 0.77674 0.66460 -0.67696
C 1.07714 -1.76596 0.30446
C 2.00236 0.74799 -1.25797
C -1.31551 0.42967 1.06715
O -0.84900 -0.63262 0.41017
O -0.12563 1.56555 -0.63687
P -3.11930 0.82474 0.82940
I -0.14335 1.37376 2.40670
H 0.46685 -2.37708 0.91315
H 1.93468 -2.32011 0.04616
H 2.25654 1.59896 -1.84781
H 2.73682 -0.02521 -1.61244
H -3.35522 -0.54853 0.59176
H -2.77643 1.10067 -0.52962
```

Relative stability in kJ/mol, measured from the most stable structure: one 0.0; two 276.4

one.
The following is a quantum chemistry calculation of the molecule C2H4N2S3, from the OMol25 dataset.

Output
Molecular weight = 152.269 g/mol
Orbital gap = 7.967 eV
LUMO energy = -0.2 eV
Total charge = 0

Structure (XYZ):
```
11
C2H4N2S3 ωB97M-V/def2-TZVPD
C 1.04318 0.01456 0.10031
C -1.91035 -0.03233 0.53472
H 0.95907 1.90165 0.40508
H -3.00562 0.21402 0.32095
H -1.68824 0.05608 1.50228
H 1.06994 -1.95155 0.27302
N 0.47928 1.07809 0.24874
N 0.40935 -1.25319 -0.00645
S 2.70375 0.00608 -0.04464
S -1.26624 1.46950 -0.27124
S -1.33455 -1.40607 -0.18458
```

two.
The following is a quantum chemistry calculation of the molecule C2H4N2S3, from the OMol25 dataset.

Output
Molecular weight = 152.269 g/mol
Orbital gap = 9.016 eV
LUMO energy = 0.4 eV
Total charge = 0

Structure (XYZ):
```
11
C2H4N2S3 ωB97M-V/def2-TZVPD
C 1.40092 1.17128 -0.56469
C 0.24125 -0.72617 0.73198
N 0.19727 1.07587 -0.87581
N -0.57543 0.24951 0.27982
S 1.94802 0.03920 0.63823
S 0.32272 -2.27649 -0.43115
S -2.31066 0.30496 0.15364
H 2.16378 1.79310 -1.03211
H -0.02993 -1.08153 1.65301
H -0.89979 -2.33769 -0.97459
H -2.45815 1.78797 0.42167
```

Relative stability in kJ/mol, measured from the most stable structure: one 0.0; two 86.5

one.
The following is a quantum chemistry calculation of the molecule C2H4N2S3, from the OMol25 dataset.

Output
Molecular weight = 152.269 g/mol
Orbital gap = 8.882 eV
LUMO energy = 0.1 eV
Total charge = 0

Structure (XYZ):
```
11
C2H4N2S3 ωB97M-V/def2-TZVPD
C 0.06596 -0.75841 0.57159
C -1.73455 0.46166 -0.49469
H 3.20387 -1.65556 -0.47171
H -0.60553 -1.17320 1.26027
H 0.33515 2.10295 1.15701
H -2.06008 1.43187 -0.97800
N 1.17996 -1.29612 0.33446
N -0.42196 0.43219 -0.10812
S 2.34680 -0.64277 -0.67313
S 0.44847 1.88055 -0.17476
S -2.75809 -0.78316 -0.42292
```

two.
The following is a quantum chemistry calculation of a cluster of 2 separate species, C2H4N2S3 in total, from the OMol25 dataset.

Output
Molecular weight = 152.269 g/mol
Orbital gap (spin up / spin down) = 6.654 / 6.753 eV
LUMO energy (spin up / spin down) = -1.5 / -1.6 eV
Total charge = 0

Structure (XYZ):
```
11
C2H4N2S3 ωB97M-V/def2-TZVPD
C 0.35878 -0.86319 0.86940
C -0.94200 -0.61821 0.66249
N 1.27728 -1.14607 -0.08178
N -2.06302 -0.43841 0.23899
S 1.10773 -0.67538 -1.69207
S -0.17378 2.41199 -0.42028
S -3.47835 0.00866 -0.08426
H 0.85782 -0.93005 1.77691
H 2.13713 -1.63947 -0.02185
H -0.07957 1.08864 -0.26381
H 0.99799 2.80149 -0.98375
```

Relative stability in kJ/mol, measured from the most stable structure: one 0.0; two 220.9

one.
The following is a quantum chemistry calculation of a cluster of 2 separate species, C4H10 in total, from the OMol25 dataset.

Output
Molecular weight = 58.124 g/mol
Orbital gap = 8.082 eV
LUMO energy = 0.3 eV
Total charge = 0

Structure (XYZ):
```
14
C4H10 ωB97M-V/def2-TZVPD
C -2.69542 2.45988 -0.66767
H -3.21939 2.49251 0.38253
H -2.55653 3.46627 -1.02924
H -3.26767 1.64475 -1.23832
H -1.80767 1.88896 -0.40327
C 0.35437 -1.48219 0.42819
C 1.76870 -1.69547 0.66939
C 2.77887 -1.14437 -0.12886
H -0.05605 -0.47162 0.76165
H -0.00088 -1.52263 -0.60331
H -0.21242 -2.17553 1.03684
H 2.18839 -1.96112 1.57965
H 3.73480 -1.48130 -0.55091
H 2.99090 -0.01814 -0.23668
```

two.
The following is a quantum chemistry calculation of the molecule C4H10, from the OMol25 dataset.

Output
Molecular weight = 58.124 g/mol
Orbital gap = 11.996 eV
LUMO energy = 1.3 eV
Total charge = 0

Structure (XYZ):
```
14
C4H10 ωB97M-V/def2-TZVPD
C 0.29319 1.87405 0.45148
C -0.15025 -1.82742 -0.62929
C -0.63302 -0.42865 -0.24373
C 0.44233 0.36188 0.47025
H 0.15651 2.26953 -0.55545
H 1.23806 2.26404 0.81672
H -0.56655 2.15473 1.12166
H -0.95200 -2.49238 -0.96332
H 0.10036 -2.30654 0.36838
H 0.68713 -1.71028 -1.29263
H -1.54889 -0.23272 0.38239
H -0.99301 0.00119 -1.20868
H 0.72976 -0.11621 1.42431
H 1.36929 0.23870 -0.20409
```

three.
The following is a quantum chemistry calculation of the molecule C4H10, from the OMol25 dataset.

Output
Molecular weight = 58.124 g/mol
Orbital gap = 12.571 eV
LUMO energy = 1.3 eV
Total charge = 0

Structure (XYZ):
```
14
C4H10 ωB97M-V/def2-TZVPD
C 1.95300 -0.12511 -0.04017
C 0.58255 0.55193 0.05210
C -0.54236 -0.49094 0.04882
C -1.93380 0.12245 -0.05166
H 1.99203 -0.80360 -0.91737
H 2.12098 -0.72800 0.88056
H 2.74673 0.60162 -0.16049
H 0.47696 1.15226 0.96699
H 0.44367 1.22388 -0.81740
H -0.39126 -1.21706 -0.77531
H -0.52496 -1.07599 0.99847
H -2.12182 0.61295 -1.01677
H -2.69399 -0.66869 0.05462
H -2.10774 0.84431 0.77760
```

four.
The following is a quantum chemistry calculation of a structure of composition C4H10, from the OMol25 dataset.

Output
Molecular weight = 58.124 g/mol
Orbital gap (spin up / spin down) = 8.416 / 8.133 eV
LUMO energy (spin up / spin down) = 0.8 / 0.6 eV
Total charge = 0

Structure (XYZ):
```
14
C4H10 ωB97M-V/def2-TZVPD
C -0.02097 -0.00285 -1.43554
C 0.27215 0.21567 -0.07682
C 0.78471 -0.85787 0.77135
C -0.55183 1.25637 0.65284
H -1.10740 -1.52928 -0.60585
H -0.51690 0.78002 -1.99943
H 0.53173 -0.73818 -2.01334
H 1.40366 0.45564 -0.04380
H 0.99706 -0.63764 1.81749
H 1.37566 -1.65858 0.33122
H -0.84643 -1.80471 0.09618
H -0.66441 2.16141 0.05124
H -0.11359 1.52826 1.61822
H -1.54343 0.83175 0.83626
```

Relative stability in kJ/mol, measured from the most stable structure: one 404.8; two 59.9; three 0.0; four 487.2